Entry 1:
55
Properties=species:S:1:pos:R:3 method="wB97M-V/def2-TZVPD" e_homo_ev=-8.885 fmax_ev_per_a=1.1 lumo_ev=0.491 total_charge=0 multiplicity=1 smiles="COc1ccc(C(=O)NC2CCCCCC2)cc1S(=O)(=O)N1CCOCC1" orbital_gap_ha=0.34455 relative_energy_kcal_mol=44.6
C -1.411 3.417 3.691
H -1.237 4.232 2.983
H -1.212 3.770 4.701
O -0.512 2.348 3.482
C -0.504 1.729 2.288
C 0.436 0.707 2.128
C 0.510 -0.024 0.966
C -0.336 0.265 -0.101
C -1.266 1.288 0.045
C -1.359 2.010 1.222
H -2.104 2.786 1.304
H -1.956 1.511 -0.756
C -0.247 -0.574 -1.338
O -0.042 -1.770 -1.295
N -0.420 0.111 -2.491
H -0.495 1.116 -2.462
C -0.341 -0.513 -3.799
C 0.881 0.029 -4.548
C 1.291 -0.790 -5.791
H 1.449 -0.115 -6.635
C 0.309 -1.882 -6.215
H 0.110 -2.541 -5.371
C -1.007 -1.350 -6.785
C -1.551 -0.124 -6.056
C -1.672 -0.291 -4.543
H -2.347 -1.119 -4.322
H -2.134 0.618 -4.146
H -0.922 0.737 -6.280
H -2.546 0.097 -6.452
H -1.750 -2.150 -6.756
H -0.863 -1.077 -7.833
H 0.793 -2.492 -6.982
H 2.248 -1.274 -5.587
H 1.713 0.036 -3.841
H 0.689 1.069 -4.823
H -0.191 -1.573 -3.581
H 1.237 -0.817 0.891
S 1.553 0.366 3.486
O 2.375 -0.747 3.101
O 2.209 1.577 3.881
N 0.451 -0.077 4.670
C 0.201 -1.502 4.759
H 0.230 -1.912 3.750
C 1.253 -2.183 5.640
H 0.992 -3.226 5.826
O 1.332 -1.566 6.908
C 1.661 -0.199 6.792
H 1.711 0.189 7.811
C 0.612 0.549 5.966
H 0.921 1.577 5.788
H -0.358 0.528 6.474
H 2.640 -0.086 6.302
H 2.225 -2.127 5.130
H -0.798 -1.642 5.186
H -2.451 3.084 3.621


Entry 2:
15
Properties=species:S:1:pos:R:3 method="wB97M-V/def2-TZVPD" e_homo_ev=-9.382 fmax_ev_per_a=1.0 lumo_ev=0.920 total_charge=0 multiplicity=1 smiles="C[C@@]1(C(N)=O)CN1" orbital_gap_ha=0.37856 relative_energy_kcal_mol=51.3
C -1.207 -1.332 0.156
C -0.220 -0.209 -0.126
C -0.717 1.035 -0.766
N -0.390 1.059 0.634
C 1.219 -0.252 0.388
O 1.438 -0.811 1.446
N 2.163 0.517 -0.247
H -2.161 -0.909 0.509
H -1.451 -1.969 -0.702
H -0.807 -1.963 0.948
H -0.106 1.647 -1.426
H -1.779 1.101 -0.966
H -1.148 0.949 1.287
H 2.063 0.757 -1.218
H 3.104 0.379 0.084